(1)
123
Properties=species:S:1:pos:R:3:forces:R:3 method="wB97M-V/def2-TZVPD" energy_ev=-209501.8972 relative_energy_kcal_mol=32.4 homo_energy_ev=-14.433 max_force_ev_per_a=9.45 charge=+2 lumo_energy_ev=-8.9301 mol_weight_g_mol=1405.8
Hf 6.461 -0.448 -8.833 -0.87 2.15 4.70
S 7.701 2.952 -10.012 1.01 2.94 -1.24
S 5.340 0.204 -5.397 -6.54 -5.46 1.80
S 4.021 0.229 -11.298 2.20 -1.85 -4.24
S 6.980 1.797 -5.934 4.15 3.77 -0.44
S 3.121 -2.286 -7.908 -1.64 -0.95 0.31
S 9.530 1.210 -1.360 -0.68 0.07 0.05
S 7.224 6.213 -6.685 -0.92 1.41 -0.33
S 3.771 1.788 -9.441 -2.22 5.87 7.07
S 7.449 -3.512 -6.736 1.13 -0.24 4.03
S 9.873 -0.223 -7.004 3.95 1.24 0.61
F 4.384 2.083 -7.966 0.29 -0.40 -0.87
F 4.642 1.363 -12.181 -0.26 0.34 0.48
F 5.130 -1.353 -5.697 0.24 0.33 0.19
F 7.874 2.342 -7.110 -0.60 -0.50 -0.20
O 7.140 7.422 -5.555 0.22 -2.41 -1.15
O 2.144 3.194 -4.550 -0.14 0.08 0.43
O 7.455 6.855 -7.970 0.13 -0.95 1.12
O 5.867 0.116 -4.070 0.96 1.13 -1.40
O 0.036 3.461 -4.107 0.13 0.02 0.34
O 3.969 3.063 -10.045 -0.10 -1.33 -1.04
O 8.884 -3.495 -6.774 -0.80 -0.49 -0.89
O 4.329 -1.471 -8.034 1.50 0.82 -1.70
O 2.622 0.322 -11.525 1.09 0.05 1.37
O 1.480 -0.482 -1.919 -0.42 0.13 -0.49
O 8.355 2.338 -1.379 1.28 -1.07 0.35
O 3.109 -0.913 -3.283 -0.88 -0.40 -0.46
O 2.470 1.336 -9.054 0.75 -0.43 -1.10
O 10.538 1.685 -2.268 -0.58 -0.21 0.43
O 6.079 2.859 -5.655 -0.68 -1.34 -0.45
O 7.391 1.593 -9.511 -0.62 -2.23 -0.15
O 8.109 5.189 -6.185 -0.55 0.81 -0.25
O 4.006 0.704 -5.558 1.55 0.53 -0.38
O 4.761 -0.900 -11.801 -0.07 -0.23 1.82
O 6.988 4.076 -9.479 0.33 -1.55 -0.03
O 10.541 1.256 -7.201 -1.66 -1.16 -0.37
O 6.773 -2.485 -7.523 -0.56 1.21 -1.80
O 7.962 1.475 -4.955 -0.72 -0.68 -0.76
O 7.497 2.889 -11.598 0.29 -1.82 2.20
O 9.716 -0.529 -5.622 -0.81 -0.07 -0.77
O 7.048 -3.170 -5.196 -0.87 0.37 -3.40
O 9.825 0.850 -0.004 0.09 0.38 -0.44
O 8.748 -0.294 -7.936 -1.48 -0.24 -1.23
O 2.380 -2.202 -9.332 1.61 0.85 1.79
O 3.290 -3.671 -7.529 0.11 1.52 -0.35
N 0.952 3.058 -4.778 0.44 0.34 -0.20
N 6.267 0.425 -6.728 1.54 1.79 0.26
N 4.812 0.687 -9.807 -0.51 -2.81 -2.82
N 2.475 -0.183 -2.523 1.84 -0.69 0.67
C 11.302 -1.179 -7.599 -0.93 -0.82 0.35
C 0.093 -2.296 -10.090 -0.03 0.92 -1.31
C 5.485 5.650 -6.645 1.16 0.59 0.23
C 3.200 1.073 -2.178 -1.04 -0.10 -0.21
C 11.820 3.123 -6.163 0.25 -0.80 -1.70
C 9.512 3.242 -9.774 -1.13 0.17 -0.14
C 6.471 8.601 -5.987 -0.27 1.93 -0.56
C 0.606 2.375 -6.034 -0.06 -0.39 0.05
C 7.604 -3.905 -4.102 1.73 -0.11 0.47
C 7.400 4.090 -12.376 1.13 2.61 0.09
C 2.023 -1.411 -6.744 0.50 -0.88 -0.83
C 11.277 1.717 -6.040 -0.45 0.73 2.43
C 7.379 2.289 -0.331 -2.52 -0.40 -0.51
C 6.582 -3.914 -3.015 -0.18 0.09 0.40
C 8.688 -0.216 -2.085 0.64 1.11 0.10
C 1.254 -3.073 -9.539 -1.29 -1.13 -0.37
C 7.528 9.689 -6.197 0.21 -0.04 -0.14
C 6.724 -5.149 -6.972 -0.26 0.64 0.14
C 5.961 2.209 -1.007 1.12 -0.08 -0.14
C 8.469 4.043 -13.478 -1.17 -0.72 0.47
H 1.148 -2.058 -6.699 -0.06 0.08 0.13
H 0.413 -1.845 -11.034 0.04 0.07 0.04
H 12.573 3.040 -6.952 0.27 0.76 0.20
H 6.350 4.229 -12.622 0.16 -0.29 -0.54
H -0.758 -2.908 -10.389 0.15 -0.38 0.38
H 9.236 -1.058 -1.672 -0.19 -0.20 -0.18
H 10.095 2.593 -10.421 -0.10 -0.32 0.27
H 2.612 1.848 -2.668 0.28 0.38 0.36
H 1.781 -0.431 -7.149 0.19 -0.01 -0.07
H 9.469 3.989 -13.048 -0.09 -0.45 0.17
H 8.270 9.271 -6.879 0.23 -0.19 0.34
H 4.888 6.529 -6.876 -0.01 -0.01 0.09
H 4.193 0.983 -2.593 -0.09 0.11 0.02
H 9.699 3.186 -8.704 0.01 -0.48 -0.03
H 12.252 3.419 -5.211 0.09 -0.07 -0.03
H 7.223 10.580 -6.749 -0.69 -0.05 0.32
H 11.017 -1.788 -8.454 0.06 0.07 -0.02
H 7.219 -5.602 -7.826 -0.03 -0.18 0.11
H 2.535 -1.369 -5.782 0.01 0.00 -0.03
H 9.721 4.279 -10.044 -0.46 0.03 -0.23
H 7.302 1.415 0.315 1.51 -0.10 0.02
H 7.040 -4.144 -2.052 0.05 -0.35 -0.13
H 0.065 3.111 -6.621 -0.06 -0.27 -0.18
H 5.305 4.887 -7.398 0.23 -0.13 0.12
H 0.947 -3.627 -8.649 0.46 0.19 0.23
H 8.502 -3.363 -3.785 -0.17 0.12 -0.03
H 5.934 8.555 -6.938 0.18 -0.84 -0.04
H 7.646 -0.173 -1.778 0.01 -0.22 0.04
H 8.013 -4.860 -4.451 -0.50 -0.19 0.18
H 11.499 -1.822 -6.741 0.00 -0.19 -0.16
H -0.291 -1.459 -9.506 0.22 -0.24 0.47
H 1.534 2.033 -6.482 -0.08 0.14 -0.16
H 5.384 3.021 -0.573 -0.57 -0.13 -0.58
H 8.171 3.142 -14.014 0.83 0.21 -0.77
H 6.072 2.189 -2.094 0.02 1.09 -0.02
H 6.839 -5.682 -6.028 0.74 -0.04 -0.15
H 12.195 -0.592 -7.785 -0.36 0.46 -0.13
H 1.597 -3.808 -10.268 -0.08 -0.01 0.08
H 8.802 -0.081 -3.157 -0.17 -0.32 -0.05
H 5.352 5.324 -5.617 -0.33 -0.20 -0.13
H 11.062 3.846 -6.463 -0.11 -0.04 0.14
H 5.690 8.817 -5.256 0.35 0.14 0.29
H 5.756 -4.593 -3.216 -0.03 0.06 0.08
H 8.509 4.955 -14.069 -0.58 -0.15 -0.26
H 3.168 1.096 -1.093 0.02 0.45 -0.05
H 10.594 1.786 -5.188 -0.15 -0.61 -0.14
H 5.485 1.233 -0.906 0.04 0.07 0.97
H 6.210 -2.895 -2.891 -0.20 -0.05 -0.17
H 12.063 1.006 -5.779 0.03 -0.03 -0.23
H 7.675 4.974 -11.789 -0.35 -0.28 0.53
H 5.636 -5.115 -7.054 0.06 0.59 -0.52
H -0.018 1.537 -5.728 -0.20 0.10 -0.30
H 7.458 3.178 0.285 0.25 0.04 -0.10
H 7.988 10.008 -5.263 0.11 -0.11 -0.04

(2)
86
Properties=species:S:1:pos:R:3:forces:R:3 method="wB97M-V/def2-TZVPD" energy_ev=-45061.0814 smiles=COCCNCCOC.COCCNCCOC.OCCO.OCCO.CCO.CCO relative_energy_kcal_mol=26.4 homo_energy_ev=-8.909 max_force_ev_per_a=12.56 lumo_energy_ev=0.2131 mol_weight_g_mol=482.7
O -3.345 1.325 -1.865 -0.20 2.25 0.19
O -2.556 0.524 2.154 0.13 1.17 -0.65
O -1.482 -3.718 -0.321 1.15 -1.32 -1.73
O 3.434 -4.540 -1.438 -1.61 -1.62 -0.88
O -1.917 4.075 -5.553 0.94 -0.80 2.67
O -0.634 -1.280 0.734 -0.72 1.38 -0.24
O 1.640 -1.395 3.653 -1.45 -0.40 -0.62
O -4.212 -3.324 1.837 -2.44 -0.95 1.23
O 1.333 3.117 0.769 5.43 -9.01 6.87
O 4.102 0.464 2.744 -1.89 0.60 8.30
N -0.458 4.360 -2.136 -0.99 -1.40 0.42
N 4.206 -1.143 -0.346 2.24 -1.00 -0.62
C 2.256 -5.387 -1.183 1.21 0.23 -4.22
C -2.079 -0.672 -2.210 2.03 -1.26 -2.70
C 3.498 -3.475 -0.581 2.00 -0.04 1.85
C 4.073 1.859 3.057 -0.01 -1.20 0.72
C 0.428 -1.138 2.876 0.49 0.32 1.99
C -2.480 0.401 -1.329 -1.15 -2.35 2.99
C 0.737 1.838 1.198 -0.37 1.01 -1.05
C -2.658 -4.095 0.336 0.42 -3.14 -1.80
C -3.005 4.613 -6.172 -0.57 1.14 -0.60
C -3.008 0.842 3.452 -0.48 0.85 -1.39
C -0.916 3.722 -3.376 -1.35 -1.49 1.49
C 0.256 3.327 -1.390 0.26 -0.32 0.76
C 0.661 3.801 0.009 -5.68 6.68 -4.49
C 4.172 0.166 1.507 1.31 1.81 -4.58
C -3.549 -0.379 3.959 -2.27 -0.27 3.76
C 0.468 -1.603 1.470 3.09 -0.73 0.19
C 4.307 -1.229 1.067 -3.26 -0.63 0.88
C 4.546 -2.404 -0.973 -0.56 -0.45 -0.91
C -2.997 -3.105 1.277 0.83 4.04 2.75
C -1.638 4.666 -4.259 -1.78 0.56 0.03
H -2.268 -3.098 2.123 -0.04 -0.12 -0.49
H -2.215 1.142 4.086 0.88 1.04 0.55
H 1.170 3.078 -1.907 0.62 -0.43 -0.37
H 2.350 -6.125 -2.089 -0.31 0.78 2.27
H -1.599 0.821 -0.866 0.12 0.39 0.36
H -0.316 2.388 -1.332 -0.13 0.50 -0.05
H 3.870 -3.877 0.399 -0.93 0.40 -0.15
H -3.745 5.186 -5.653 0.04 0.50 1.41
H -0.432 -1.565 3.417 0.49 -0.43 0.05
H -3.812 1.546 3.337 0.10 0.93 0.12
H -0.196 2.035 1.754 0.10 0.00 -0.43
H -2.618 4.933 -3.758 1.03 0.06 -0.64
H -2.619 5.230 -6.906 0.57 1.95 -1.76
H 1.281 4.669 -0.018 0.26 1.53 -1.34
H -3.095 -0.188 -0.544 1.18 1.09 -0.23
H -3.334 2.017 -1.161 -0.53 -0.41 -1.13
H 5.073 0.692 1.218 0.80 -0.02 -1.57
H -0.975 -2.155 0.651 -1.21 -0.53 -1.19
H 0.540 1.231 0.286 -0.02 0.19 0.79
H -3.001 -2.051 0.942 0.45 -0.46 -0.63
H -2.528 -5.044 0.890 0.01 0.11 -0.26
H -1.520 -0.361 -3.125 -0.66 0.11 0.33
H -2.016 -0.238 2.315 0.74 -0.72 -0.74
H 5.035 2.245 2.891 1.52 0.71 -0.54
H -4.845 -2.716 1.462 -0.29 0.06 -0.04
H 3.887 1.989 4.108 -0.18 -0.38 0.49
H 0.198 -0.088 2.906 0.07 0.77 -0.16
H -2.814 -1.084 3.878 1.62 -2.52 -0.56
H 2.223 -5.778 -0.211 0.45 -0.98 1.32
H 2.395 -0.887 3.331 -0.09 0.31 -0.22
H 1.282 -4.896 -1.340 0.44 0.57 -0.04
H 3.397 0.722 1.019 -1.04 -0.09 -1.34
H -0.983 5.563 -4.331 -0.60 -0.14 -0.35
H 5.593 -2.647 -0.688 -0.75 -0.17 -0.28
H -2.853 -1.349 -2.485 -1.12 -0.12 -0.59
H -4.481 -0.627 3.506 -0.50 -0.59 -0.45
H -0.220 4.232 0.531 -0.70 -0.27 -0.36
H 4.464 -2.315 -2.067 0.36 0.17 0.23
H 1.390 1.297 1.868 0.53 0.25 -0.06
H 3.359 2.469 2.549 -0.76 -0.03 -0.93
H 3.294 -0.914 -0.585 -2.02 0.72 -0.64
H -1.514 2.790 -3.039 0.66 1.55 -0.99
H -1.379 -1.374 -1.770 0.28 0.26 0.79
H 3.569 -1.977 1.540 0.63 1.17 -0.35
H -3.433 -4.277 -0.398 -0.53 0.16 -0.14
H -3.691 -0.352 5.072 -0.27 0.20 -0.74
H 0.262 4.977 -2.396 0.85 1.43 -0.34
H 2.525 -3.015 -0.510 -0.48 0.47 0.36
H 5.227 -1.561 1.358 2.72 -1.10 0.58
H -0.078 3.421 -3.924 1.47 -1.12 -1.00
H 0.542 -2.680 1.425 0.55 -0.61 0.40
H 1.437 -1.246 1.047 -0.61 0.13 -0.16
H -3.631 3.993 -6.728 -0.57 -2.32 -0.67
H -1.334 -4.394 -1.045 0.04 1.37 1.26